Record 1
This record from the Open Molecules 2025 dataset describes the molecule CH3IOP4S3. The level of theory is wB97M-V/def2-TZVPD.

Values from the calculation:
spin multiplicity: 3
energy above the lowest of the compared OMol25 structures with the same formula, charge and spin: 0.00 kJ/mol
charge: 0
molar mass: 378.0 g/mol
LUMO (spin up / spin down): -0.38 / -2.96 eV
gap between HOMO and LUMO (spin up / spin down): 6.83 / 5.39 eV

Last column: Mulliken spin population.
Element x y z (Å)
1 C -3.176 0.517 -0.076  0.00
2 O -1.779 0.687 0.242  0.10
3 P -0.546 0.885 -0.701  0.83
4 P 1.130 1.233 0.785  0.05
5 P 2.065 -1.994 0.276  0.23
6 P 3.482 -0.664 -0.941  0.10
7 S 0.468 -2.429 -0.745  0.57
8 S 1.528 -0.517 1.887  0.08
9 S 2.402 1.176 -0.887  0.03
10 I 5.165 -0.409 0.720  0.01
11 H -3.407 0.288 -1.251  0.00
12 H -3.743 1.518 0.205  0.01
13 H -3.587 -0.291 0.489  0.00

***

Record 2
This record from the Open Molecules 2025 dataset describes a cluster of 2 separate species, CH3IOS2 in total. The level of theory is wB97M-V/def2-TZVPD.

Values from the calculation:
spin multiplicity: 3
energy above the lowest of the compared OMol25 structures with the same formula, charge and spin: 161.73 kJ/mol
charge: 0
molar mass: 222.1 g/mol
LUMO (spin up / spin down): -2.25 / -2.12 eV
gap between HOMO and LUMO (spin up / spin down): 6.79 / 6.99 eV

Last column: Mulliken spin population.
Element x y z (Å)
1 C -0.230 -0.092 0.111  -0.06
2 O 1.874 -3.985 2.580  0.00
3 S -1.132 -1.143 1.252  1.01
4 S 2.008 -3.072 1.393  0.32
5 I 2.357 -3.479 4.756  0.66
6 H 0.001 -0.660 -0.786  0.04
7 H 0.688 0.238 0.588  0.04
8 H -0.848 0.767 -0.142  -0.01

***

Record 3
This record from the Open Molecules 2025 dataset describes a structure of composition CH3InNS. The level of theory is wB97M-V/def2-TZVPD.

Values from the calculation:
energy above the lowest of the compared OMol25 structures with the same formula, charge and spin: 216.72 kJ/mol
charge: -1
molar mass: 175.9 g/mol
LUMO: 3.24 eV
gap between HOMO and LUMO: 8.14 eV

Last column: Löwdin charge in e.
Element x y z (Å)
1 S 3.073 -0.702 0.174  0.35
2 C 1.812 0.464 -0.070  -0.80
3 N 0.717 1.058 -0.710  -0.18
4 In -1.013 0.001 0.004  0.12
5 H -1.730 0.959 1.373  -0.17
6 H -0.659 -1.654 0.614  -0.15
7 H -2.199 -0.126 -1.385  -0.17

***

Look up the energy above the lowest of the compared OMol25 structures with the same formula, charge and spin of the second one.
161.73 kJ/mol